# 1
{
  "formula": "C13H6Cl3CoNO5",
  "method": "the ωB97M-V functional and the def2-TZVPD basis",
  "e_above_lowest_kcal_mol": 9.5,
  "lumo_energy_ev": [-2.0, -2.2],
  "orbital_gap_ha": [0.202, 0.203],
  "homo_ev": [-7.504, -7.695],
  "total_charge": 0,
  "multiplicity": 2,
  "species": ["Co", "Cl", "Cl", "Cl", "O", "O", "O", "O", "O", "N", "C", "C", "C", "C", "C", "C", "C", "C", "C", "C", "C", "C", "C", "H", "H", "H", "H", "H", "H"],
  "positions_angstrom": [[0.157840, 0.120128, 0.424944], [-0.808470, -1.969213, -2.949966], [-3.159225, 1.516505, -6.260150], [-1.427570, 3.146257, -1.421287], [0.065010, 1.787438, 1.169358], [-0.600414, 0.405457, -1.122552], [0.552094, 3.026362, 2.977021], [0.499362, -1.753363, 0.123633], [1.356766, -3.595353, 1.004159], [0.958583, -0.265741, 2.010686], [-1.640664, 1.917517, -2.604741], [1.376202, -1.528200, 2.230599], [-1.165195, 0.624633, -2.271393], [-1.959047, -0.099886, -4.476751], [0.542479, 1.990435, 2.362683], [1.062271, -2.318419, 1.070304], [-1.353179, -0.369056, -3.263784], [1.993439, -1.859173, 3.433726], [1.723147, 0.427035, 4.131867], [2.165784, -0.875989, 4.385002], [-2.402680, 1.182471, -4.744311], [1.121053, 0.687295, 2.922438], [-2.246648, 2.195278, -3.813073], [2.641664, -1.103619, 5.328350], [-2.081498, -0.889103, -5.204350], [-2.596728, 3.193820, -4.031855], [1.059652, -3.930076, 0.142373], [2.319748, -2.878615, 3.586665], [1.846222, 1.215175, 4.860405]],
  "forces_ev_per_a": [[0.09, 0.37, 0.41], [0.15, -0.39, 0.12], [-0.14, 0.09, -0.27], [-0.06, 0.24, 0.00], [-0.13, 1.19, 0.38], [-0.66, -0.24, -1.64], [0.19, -0.07, 0.38], [0.37, -1.07, 0.23], [0.26, -0.08, 0.55], [1.05, -1.23, 1.66], [0.12, -0.52, -0.03], [0.42, 1.24, 1.66], [-0.15, 0.29, -0.18], [-0.03, 0.04, -0.05], [-0.31, -0.04, -0.71], [-0.85, -0.41, -2.15], [-0.01, 0.69, 0.37], [-0.22, -0.73, -0.91], [0.31, -0.53, 0.39], [-0.15, 0.84, 0.15], [0.17, -0.15, 0.30], [-0.35, 0.27, -0.62], [-0.06, 0.10, -0.07], [0.01, -0.05, 0.00], [0.00, 0.00, -0.01], [0.01, 0.02, 0.03], [-0.02, 0.03, -0.03], [0.04, 0.02, 0.09], [-0.05, 0.08, -0.06]]
}


# 2
{
  "formula": "C13H7Cl4KO2",
  "method": "the ωB97M-V functional and the def2-TZVPD basis",
  "lumo_energy_ev": 3.6,
  "orbital_gap_ha": 0.099,
  "homo_ev": 0.882,
  "total_charge": -2,
  "species": ["K", "Cl", "Cl", "Cl", "Cl", "O", "O", "C", "C", "C", "C", "C", "C", "C", "C", "C", "C", "C", "C", "C", "H", "H", "H", "H", "H", "H", "H"],
  "positions_angstrom": [[0.861762, -2.393960, -2.124940], [1.219033, 4.367113, 1.207354], [3.275031, 2.872140, 2.911178], [0.013779, 3.048917, -1.348081], [4.198661, -0.047032, 2.093574], [1.135989, 0.398689, -1.955145], [2.387906, -1.209599, 0.083847], [1.731114, 2.828782, 0.715271], [1.552677, 0.865310, -0.865647], [-2.641809, -1.772549, -0.919082], [-3.050117, -0.528208, -1.293678], [2.695332, 2.116399, 1.527150], [3.046130, 0.824456, 1.187334], [1.236619, 2.229036, -0.432230], [-1.068956, -0.832825, 0.670354], [-1.505494, 0.449135, 0.343174], [-2.483441, 0.599106, -0.639405], [-0.911582, -3.245276, 0.149736], [2.378973, 0.035237, 0.113822], [-1.569189, -1.992097, -0.011135], [-3.792828, -0.464279, -2.104566], [-1.037098, 1.247365, 0.915353], [-0.106974, -3.294739, 0.877418], [-2.832111, 1.616496, -0.858196], [-3.083266, -2.663349, -1.380433], [-1.385874, -4.115951, -0.260445], [-0.264267, -0.938318, 1.397420]],
  "forces_ev_per_a": [[0.04, 1.04, 0.95], [-0.43, 1.23, 0.31], [0.86, 0.64, 1.47], [-0.10, 0.25, -0.42], [0.72, -0.53, 0.78], [-0.34, -1.06, -0.73], [0.48, -1.26, -0.90], [2.12, -1.98, 1.40], [0.87, 1.27, 1.77], [0.28, -1.28, -0.09], [0.19, 1.22, 0.53], [-2.29, 1.22, -2.43], [-1.47, -1.44, -2.35], [0.35, -2.06, -0.61], [-0.28, 0.29, -0.42], [-0.02, -1.56, 0.38], [-0.88, 0.88, -0.60], [-0.24, 0.76, -0.21], [-0.66, 3.12, 1.02], [1.02, -0.06, 0.50], [0.22, 0.37, 0.53], [-0.34, 0.27, -0.46], [-0.15, -0.32, -0.04], [0.15, -0.46, -0.20], [0.10, 0.20, -0.07], [-0.11, -0.61, 0.08], [-0.11, -0.13, -0.19]]
}


# 3
{
  "formula": "C13H7F6N5O2S",
  "method": "the ωB97M-V functional and the def2-TZVPD basis",
  "e_above_lowest_kcal_mol": 33.9,
  "lumo_energy_ev": -0.9,
  "orbital_gap_ha": 0.329,
  "homo_ev": -9.886,
  "total_charge": 0,
  "smiles": "Cc1nc(C(F)(F)F)cc2nc(S(=O)(=O)Nc3ccc(F)c(F)c3F)nn12",
  "species": ["S", "F", "F", "F", "F", "F", "F", "O", "O", "N", "N", "N", "N", "N", "C", "C", "C", "C", "C", "C", "C", "C", "C", "C", "C", "C", "C", "H", "H", "H", "H", "H", "H", "H"],
  "positions_angstrom": [[1.277857, 1.004884, -3.087574], [-0.284279, 2.390275, 4.761896], [1.796857, -3.460284, 1.447617], [-0.359674, -3.606019, 0.007250], [-2.477013, 1.745608, 4.747881], [-1.794368, 3.851126, 3.951758], [-0.541405, -2.251847, -2.470137], [2.660227, 1.504299, -2.901545], [0.632342, 1.399167, -4.323334], [1.529489, -0.662546, -3.281126], [-1.121929, 0.987890, 0.010518], [-0.792701, 0.686256, -1.267641], [0.704621, 2.173690, -0.453699], [-2.152833, 0.933457, 2.078462], [-0.308571, 2.340215, 1.828980], [-2.949095, -0.640746, 0.309077], [0.652395, -2.805177, -0.497658], [-1.328325, 1.863768, 2.704897], [1.793627, -2.818222, 0.262602], [2.787228, -1.423269, -1.378151], [1.593969, -1.381411, -2.096272], [0.339138, 1.314508, -1.454962], [0.497828, -2.112585, -1.659982], [2.899337, -2.244682, -0.224675], [-1.551322, 2.471820, 4.077285], [-0.158199, 1.834643, 0.499223], [-2.091772, 0.454297, 0.800353], [3.638199, -0.804941, -1.781406], [0.607051, -0.970215, -3.708438], [3.804029, -2.450951, 0.310660], [-2.950198, -0.671349, -0.760489], [-2.846055, -1.590488, 0.819567], [0.411378, 3.094867, 2.239972], [-3.917832, -0.156037, 0.489092]],
  "forces_ev_per_a": [[4.20, 1.79, -1.43], [-2.86, 0.22, -0.96], [-0.03, 0.05, -0.67], [0.56, 0.99, -0.87], [1.12, 1.96, -0.41], [-0.21, -2.90, 0.78], [-0.67, 0.02, 0.18], [-3.10, -0.60, 0.70], [-0.56, -0.24, 1.86], [-3.57, 0.46, -0.89], [1.11, 0.03, -0.48], [-0.47, -1.48, -0.29], [0.76, -1.59, -0.50], [-0.97, -1.13, -0.45], [0.02, 0.65, 2.59], [-1.41, 1.72, 0.12], [-2.77, -1.90, 1.54], [1.25, -0.34, -6.04], [-0.49, -0.57, 0.59], [0.83, -0.11, 0.04], [1.58, -0.41, 1.50], [-0.10, 1.16, -0.42], [1.11, -0.32, -0.13], [1.13, 1.66, -1.05], [1.86, -0.15, 0.26], [-0.63, 1.72, 1.00], [1.54, 1.59, 3.92], [-0.94, -0.95, 0.58], [1.44, 0.43, -0.10], [0.54, 0.48, 0.07], [0.61, -0.53, -0.62], [0.08, 0.05, 0.02], [-0.58, -0.84, -0.81], [-0.39, -0.89, 0.38]]
}


# 4
{
  "formula": "C13H8BF5NNaO4",
  "method": "the ωB97M-V functional and the def2-TZVPD basis",
  "lumo_energy_ev": 4.2,
  "orbital_gap_ha": 0.213,
  "homo_ev": -1.539,
  "total_charge": -2,
  "species": ["Na", "F", "F", "F", "F", "F", "O", "O", "O", "O", "N", "C", "C", "C", "C", "C", "C", "C", "C", "C", "C", "C", "C", "C", "B", "H", "H", "H", "H", "H", "H", "H", "H"],
  "positions_angstrom": [[0.263874, 1.891729, -1.124617], [-0.190161, 5.766385, -0.810416], [1.814603, 5.719462, -1.946654], [0.424984, 3.877446, -2.000761], [0.467152, 0.849686, 5.552905], [-0.174714, 5.804989, -3.113676], [0.476442, -5.676614, -1.038381], [-1.669472, -5.840039, -1.098975], [-1.089118, 0.295652, -1.806227], [1.769745, 0.294394, -1.750943], [-0.637765, -5.173058, -1.141026], [-0.974833, -0.927053, -1.641049], [-2.025086, -3.148924, -1.415195], [0.426415, 1.028819, 4.183594], [1.597085, -0.890071, -1.563989], [1.153509, 2.049921, 3.615216], [-2.136265, -1.805846, -1.578998], [-0.364068, 0.388013, 2.032948], [0.338159, 1.396132, 1.330097], [-0.342034, 0.182000, 3.419843], [1.090447, 2.202587, 2.223584], [0.314613, -1.599753, -1.499769], [0.392410, -2.965289, -1.330825], [-0.749842, -3.746500, -1.294831], [0.466326, 5.316355, -1.953518], [1.743717, 2.704689, 4.248758], [2.472403, -1.562100, -1.440139], [1.676985, 3.031920, 1.825394], [1.362411, -3.436392, -1.221652], [-0.903098, -0.612796, 3.901021], [-3.103146, -1.326197, -1.663483], [-0.988369, -0.312011, 1.472005], [-2.903296, -3.777527, -1.370230]],
  "forces_ev_per_a": [[0.02, 0.22, 0.38], [-0.02, -0.01, 0.03], [-0.13, -0.01, 0.01], [-0.01, 0.31, 0.00], [0.01, 0.01, 0.01], [0.07, -0.02, 0.14], [0.10, -0.08, -0.06], [-0.04, -0.10, -0.07], [-0.35, -0.21, -0.19], [0.35, -0.09, -0.14], [-0.12, 0.59, 0.14], [0.10, -0.12, 0.02], [-0.01, 0.09, -0.02], [0.00, -0.01, 0.04], [-0.54, -0.08, 0.00], [-0.07, -0.08, -0.13], [0.14, 0.07, 0.00], [-0.07, -0.11, -0.19], [0.08, 0.04, 0.74], [0.06, 0.08, -0.13], [0.03, 0.06, -0.11], [0.32, 0.23, -0.03], [-0.05, -0.11, 0.02], [0.03, -0.54, 0.02], [0.10, -0.08, -0.33], [0.01, 0.01, -0.04], [0.05, 0.00, 0.01], [-0.03, -0.03, -0.04], [-0.03, -0.02, -0.02], [-0.01, -0.01, -0.04], [-0.01, -0.01, 0.00], [0.02, 0.04, -0.01], [0.02, -0.03, 0.00]]
}


Number 1: E_tot -100500.6889 eV. Number 2: E_tot -84103.5566 eV. Number 3: E_tot -52276.8288 eV. Number 4: E_tot -41977.6210 eV.